{"formula": "C45H93F2N10O4S2", "method": "wB97M-V/def2-TZVPD", "multiplicity": 1, "energy_ev": -98319.74033, "total_charge": 5, "e_above_lowest_kj_mol": 169.9, "elements": ["S", "S", "F", "F", "O", "O", "O", "O", "N", "N", "N", "N", "N", "N", "N", "N", "N", "N", "C", "C", "C", "C", "C", "C", "C", "C", "C", "C", "C", "C", "C", "C", "C", "C", "C", "C", "C", "C", "C", "C", "C", "C", "C", "C", "C", "C", "C", "C", "C", "C", "C", "C", "C", "C", "C", "C", "C", "C", "C", "C", "C", "C", "C", "H", "H", "H", "H", "H", "H", "H", "H", "H", "H", "H", "H", "H", "H", "H", "H", "H", "H", "H", "H", "H", "H", "H", "H", "H", "H", "H", "H", "H", "H", "H", "H", "H", "H", "H", "H", "H", "H", "H", "H", "H", "H", "H", "H", "H", "H", "H", "H", "H", "H", "H", "H", "H", "H", "H", "H", "H", "H", "H", "H", "H", "H", "H", "H", "H", "H", "H", "H", "H", "H", "H", "H", "H", "H", "H", "H", "H", "H", "H", "H", "H", "H", "H", "H", "H", "H", "H", "H", "H", "H", "H", "H", "H"], "xyz": [[0.08516, -0.84628, -0.73638], [1.69097, -1.45858, 0.82534], [-1.46232, -1.34445, -0.73770], [1.90810, -1.34898, 2.38886], [0.62073, -1.68669, -1.80861], [0.02794, 0.61489, -0.86372], [2.39857, -0.25838, 0.38922], [2.35262, -2.77428, 0.47822], [4.73867, 3.31184, 5.88231], [5.35886, -1.33671, -1.82381], [-1.08246, -4.20946, 3.22482], [-2.95767, -3.04399, 2.77204], [1.68064, -5.70402, -2.74922], [3.94107, 1.31948, 5.23971], [0.25075, -1.45600, 0.85732], [5.38046, 0.71554, -2.68448], [-0.44699, 2.65245, 2.30540], [-7.25242, 3.71658, -4.13242], [-6.43965, 2.54894, -4.75136], [5.41088, -2.33269, -0.85605], [-2.06988, -4.52908, -2.88043], [0.35313, 1.88415, 3.39268], [-6.66021, 4.15777, -2.73252], [5.94033, 5.13450, 7.30807], [4.98244, 2.19446, -2.73330], [-0.90549, -5.52562, -2.99153], [3.49527, -5.90069, -4.47836], [-1.62604, 1.83791, 1.71286], [5.01467, 2.17426, 5.16222], [0.52210, 3.24423, 1.24352], [-4.41269, -0.04916, -2.45734], [-2.58617, 3.02493, 3.55728], [-2.51483, -4.12180, -1.43617], [2.99035, -4.95268, -2.23553], [5.61309, 4.52769, 5.89557], [5.93178, -1.43047, -3.08949], [0.32176, -4.52331, 3.59702], [-2.72758, 1.74688, 2.75565], [3.52860, 2.46817, -2.89682], [-4.67083, 1.25673, -3.30433], [2.98059, 1.92705, 5.98273], [1.73974, 4.03631, 1.70620], [3.88228, 0.04873, 4.53663], [1.59766, -6.98607, -1.99417], [3.48197, 3.16885, 6.37729], [5.11747, 0.01036, -1.55884], [1.93854, -5.97111, -4.28481], [4.11492, 4.56821, 2.06454], [-8.78237, 3.29880, -3.94284], [5.95536, -0.13303, -3.59964], [-1.57002, -2.96948, 2.78002], [-7.22633, 5.03776, -4.90217], [0.38949, -4.81042, -2.62852], [-6.13784, 1.48454, -3.75895], [3.79024, -4.72693, -3.58856], [-2.16879, -5.06750, 3.44702], [-7.51000, 6.19046, -3.83214], [0.89739, -5.19824, 2.35487], [-7.25378, 5.57238, -2.44511], [-3.85664, -2.00634, 2.53422], [-1.23126, 3.70932, 3.08108], [-3.24054, -4.34790, 2.98024], [3.14860, 3.52203, 1.42129], [-2.86312, -5.08895, -3.37583], [-4.28877, -4.59842, 2.91054], [5.43193, 2.62882, -3.62627], [3.92677, -6.87760, -4.26028], [3.28263, 3.43357, -3.33908], [0.33077, -4.46824, -1.59529], [5.07568, 5.29225, 7.95273], [-7.13287, 2.18778, -5.51104], [-3.06308, -5.02206, -1.15861], [-8.26022, 5.42289, -2.05416], [1.62804, -6.96960, -4.59254], [3.81262, 5.58459, 1.81220], [-8.74381, 2.51377, -3.18762], [4.86991, 0.46409, -0.61056], [-0.31100, 1.47417, 4.15357], [5.07355, 5.18428, 5.21301], [0.88289, 2.45868, 0.57957], [6.24494, -2.36251, -3.53629], [3.02153, 1.73653, -3.52585], [-4.78557, -2.48847, 2.22966], [4.85754, -4.65861, -3.37808], [4.07040, -0.75714, 5.24605], [5.29523, 2.75760, -1.85402], [-1.38711, 4.47466, 2.32077], [0.69877, -7.53864, -2.26760], [-3.52464, -1.34659, 1.73260], [1.71684, 4.97644, 1.15510], [-0.67331, 4.18552, 3.88732], [-1.22803, 0.83889, 1.53500], [0.75979, -3.65733, 4.09331], [-4.42657, -0.97922, -3.02559], [3.25654, 3.56543, 0.33752], [1.57394, -6.66608, -0.95246], [-8.56231, 6.45375, -3.72520], [6.30090, -2.96124, -0.88575], [1.96959, 1.56145, 6.08568], [2.52279, -7.48168, -2.28842], [-6.27206, 5.17245, -5.41141], [3.07062, 4.09181, 6.75851], [5.45753, -1.92442, 0.15353], [0.24425, -5.22207, 4.42998], [1.47619, -5.20673, -4.90936], [4.14835, 4.35015, 3.13199], [-0.87530, -5.89258, -4.01746], [-9.45197, 4.08628, -3.59699], [1.64955, 4.40283, 2.72876], [-4.08149, -1.46033, 3.45041], [6.44860, 6.08123, 7.12512], [-1.53025, -3.90667, -1.02092], [5.05341, 4.28257, 1.58943], [-6.42158, 0.53655, -4.21601], [3.39622, -3.81368, -4.03446], [3.29085, 2.52696, 1.84281], [-3.08207, -3.19108, -1.42576], [-0.09477, 3.88910, 0.61764], [3.42897, -5.53531, -1.42543], [-2.60914, 2.74168, 4.60958], [3.92034, -5.72018, -5.46570], [2.61299, -4.06361, -1.73030], [0.94347, -4.46124, 1.55312], [4.54713, -0.06331, 3.68017], [1.95274, -5.36418, 2.57119], [6.68656, 4.50418, 7.79174], [5.93532, 1.94416, 4.64661], [-5.53611, 2.89886, -5.25062], [-1.85897, 2.31515, 0.76097], [6.44772, 4.08815, 5.34941], [-0.90693, -2.12668, 2.65193], [1.18092, 2.43271, 3.84206], [-6.93975, 3.47310, -1.93179], [6.43554, 0.23936, -4.49247], [-2.08523, -6.02159, 3.94615], [0.90411, 1.13366, 2.82587], [-2.57863, 0.80994, 3.29237], [-3.44137, -0.13187, -1.96969], [-6.96352, 7.12851, -3.92974], [-1.12776, -6.32543, -2.28514], [-5.05314, -0.18033, -1.58515], [-5.57095, 4.14292, -2.69525], [3.01484, 2.60421, -1.94516], [2.89417, -0.08264, 4.09564], [-6.82299, 1.49926, -2.91133], [-4.22674, 1.22873, -4.29937], [0.54706, -3.91560, -3.23066], [-3.66532, 1.44609, 2.28845], [-3.39534, 3.73464, 3.38498], [0.32392, -6.09084, 2.10483], [-6.63486, 6.16978, -1.77566], [-8.02520, 4.92616, -5.63529], [-4.34930, 2.09421, -2.68517], [-1.77385, -3.64327, -3.44239], [-9.31510, 3.03418, -4.85622], [4.54534, -2.99471, -0.88209]], "atomic_forces_ev_per_a": [[-4.151, 0.120, -2.571], [11.790, -3.531, 1.670], [0.730, 0.973, -0.089], [0.218, -0.368, 1.052], [-0.101, 1.772, 2.270], [0.237, -3.068, 0.582], [-0.758, -0.958, -0.278], [-1.836, 3.592, 0.745], [0.124, -2.806, -1.145], [0.891, 4.150, -1.243], [-2.146, 2.465, 0.455], [5.895, -1.638, -0.702], [0.065, 1.146, -1.557], [2.297, 1.859, -0.724], [-5.892, 1.768, -3.459], [-0.515, 0.246, 2.364], [0.520, 0.278, 2.224], [-0.148, 1.051, 1.620], [-1.274, 1.124, -0.281], [-0.146, -2.299, 2.476], [-0.345, 0.115, -0.423], [0.151, -0.550, -1.848], [-0.880, 0.437, 0.439], [0.408, -0.725, -1.419], [0.891, 0.141, -1.265], [0.286, 0.660, 0.606], [-1.217, -0.128, 0.298], [1.531, -0.960, -0.254], [-1.159, 0.353, 1.234], [-0.472, -0.263, -0.282], [0.109, 0.067, -0.307], [0.404, 0.532, 0.118], [1.231, -0.672, -2.162], [-1.273, 0.135, -1.566], [-0.427, -0.538, 0.336], [-0.653, 2.253, 0.005], [-1.368, -0.762, -0.136], [0.630, -0.738, -0.984], [-1.900, -0.101, 0.211], [-0.803, -0.409, 0.367], [-0.261, 1.848, 0.552], [-0.423, 0.836, 0.244], [-0.702, -0.917, 0.063], [-0.066, 0.759, -0.433], [-0.411, -0.208, -0.639], [0.397, -1.857, -1.874], [1.458, -0.525, -0.330], [-0.171, -2.006, -1.069], [1.114, 0.080, 0.476], [0.002, -1.096, -0.146], [-0.450, -2.675, 1.990], [-0.715, 0.710, 0.570], [0.827, -0.908, 0.443], [-0.227, -2.272, 1.344], [0.380, -0.284, 2.393], [0.431, 2.004, -1.416], [-0.147, -0.663, 0.179], [1.313, 1.311, 0.726], [0.006, -1.564, -0.897], [-1.936, 1.040, -0.571], [-0.875, 0.095, -0.430], [-1.946, -1.105, 1.587], [-0.822, 1.178, 0.800], [-0.365, 0.685, -0.206], [0.101, -0.456, 0.249], [0.687, -0.301, 0.248], [0.221, 0.190, 0.831], [0.798, 0.099, -0.441], [0.324, -0.136, 0.107], [0.012, -0.054, -0.208], [0.279, -0.098, -0.142], [0.120, 0.447, 1.192], [0.391, 0.028, 0.753], [-0.622, 0.178, 0.396], [0.225, -0.070, 0.215], [-0.321, -0.096, -0.363], [-0.385, -0.382, -0.114], [-0.002, 0.047, -0.252], [0.292, 0.479, 0.236], [-0.404, -0.542, 0.279], [0.070, 0.151, 0.179], [-0.069, -0.104, 0.191], [-0.125, 0.322, -0.145], [-0.002, 0.356, 0.014], [-0.003, -0.020, -0.111], [0.757, -0.612, -0.001], [-0.521, 0.145, 0.224], [0.273, -0.042, 0.001], [0.057, -0.038, 0.099], [-0.292, 0.117, -0.083], [0.213, -0.387, -0.084], [0.109, 0.130, -0.507], [0.388, 0.225, -0.895], [-0.519, 0.130, -0.321], [0.263, -0.546, -0.019], [0.078, -0.574, 0.104], [0.019, 0.149, -1.094], [0.123, 0.189, -0.597], [0.285, -0.241, 0.201], [-0.258, -0.517, 0.531], [-0.006, -0.182, 0.187], [-0.573, -0.555, 0.599], [-0.288, 0.289, -0.130], [-0.082, -0.257, -0.119], [-0.306, -0.015, 0.445], [0.118, 0.478, 0.067], [0.003, -0.202, 0.097], [0.864, 0.547, 0.469], [-0.051, -0.292, 0.327], [0.167, 0.102, -0.020], [-0.228, 0.096, 0.017], [-0.453, -0.274, 1.266], [0.478, 0.743, 0.469], [-0.017, -0.117, -0.239], [0.257, 0.052, -0.114], [0.266, -0.169, -0.279], [-0.253, -0.361, -0.049], [-0.277, -0.100, 0.178], [0.288, -0.397, -0.577], [0.273, 0.532, 0.082], [-0.889, 0.212, -0.359], [0.130, 0.308, -0.352], [-0.382, -0.197, -0.265], [0.397, 0.587, 0.379], [-0.013, -0.748, -0.132], [-0.264, -0.095, 0.182], [-0.037, 0.080, 0.121], [-0.132, 0.528, 0.126], [-0.151, 0.058, 0.165], [0.612, 0.904, 0.292], [-0.445, 0.013, -0.144], [-0.630, 0.859, -0.055], [-0.360, -0.265, -0.386], [-0.378, -0.087, -0.125], [0.003, -0.047, -0.424], [-0.394, -0.637, 0.135], [0.529, 0.313, 0.795], [0.475, 0.781, -0.376], [0.166, -0.345, -0.687], [0.236, -0.320, -0.166], [-0.689, 0.256, -0.289], [0.024, 0.088, -0.944], [-0.116, -0.807, 0.226], [-0.097, 0.078, 0.323], [0.002, 0.287, 0.145], [1.162, -0.031, 0.478], [0.188, -0.194, -0.171], [-0.317, 1.070, -0.262], [0.030, -0.097, 0.048], [0.284, 0.068, 0.011], [-0.104, -0.173, -0.076], [0.216, 0.390, -0.155], [0.344, 0.220, -0.392], [-0.378, 0.068, -0.300], [0.957, -0.553, -0.365], [-0.076, 0.152, -0.083]]}